Molecular formula: C5H13N2O
Method: DFT, the ωB97M-V functional and the def2-TZVPD basis

XYZ file:
```
21
Properties=species:S:1:pos:R:3:mulliken_spin:R:1
C 0.1460 -1.8645 -0.1498 0.00
N 1.6068 -1.6484 0.0346 -0.01
C 1.8530 -0.4726 1.0257 -0.02
O 1.1277 -0.5091 2.1226 0.84
C -0.5602 -0.5966 -0.8099 0.01
C -1.0561 0.3562 0.2551 0.02
C -1.0265 1.8947 0.0338 0.00
N -0.8866 2.3215 -1.3921 0.00
H -0.0417 -2.7002 -0.7916 0.00
H -0.3320 -2.2813 0.7754 0.00
H 1.7778 -2.4624 0.6237 0.00
H 1.6503 0.4819 0.4763 0.08
H 2.9357 -0.4472 1.1849 0.07
H 0.1777 0.0004 -1.3733 0.00
H -1.3474 -0.9465 -1.5035 0.00
H -2.1199 0.0478 0.5296 0.00
H -0.6276 0.1481 1.2671 0.00
H -1.9535 2.2885 0.6036 0.00
H -0.1801 2.3238 0.5910 0.00
H -1.2243 1.5503 -1.9507 0.00
H 0.0808 2.5157 -1.5527 0.00
```

* HOMO-LUMO gap (alpha / beta): 10.20 / 7.26 eV
* HOMO level (alpha / beta): -9.2561 / -9.2448 eV
* E_tot: -382.92638 a.u.
* LUMO energy (alpha / beta): 0.94 / -1.99 eV
* 2S+1: 2
* charge: 0
* relative energy (zero: lowest compared OMol25 entry of this formula, charge and spin): 2.3278 eV


Molecular formula: C5H13N2O
Method: DFT, the ωB97M-V functional and the def2-TZVPD basis

XYZ file:
```
21
Properties=species:S:1:pos:R:3:lowdin_charge:R:1
N 0.7641 2.2603 0.8005 0.08
C -0.4161 1.9014 -0.0087 -0.20
C -0.5251 -2.2919 1.0577 0.25
C -0.1945 -1.1693 1.8661 -0.22
O 0.7373 -0.2984 1.6726 0.01
C 0.0663 0.9857 -1.2173 -0.13
N -0.6271 -0.3970 -1.4575 -0.05
C 0.1444 -1.1215 -2.4693 -0.11
H -1.0994 1.3248 0.6760 0.12
H 0.5649 3.0896 1.3701 0.11
H 0.9487 1.5095 1.4501 0.04
H -0.9284 2.7542 -0.3394 0.10
H 0.1209 -2.7651 0.3516 0.09
H -1.3276 -2.9957 1.4490 0.13
H -0.8969 -0.9760 2.8081 0.18
H 1.1820 0.7986 -1.0524 0.14
H -0.0962 1.5213 -2.1273 0.11
H -0.5280 -0.7987 -0.5006 0.05
H -0.1897 -0.7728 -3.5627 0.15
H -0.2927 -2.0629 -2.4355 0.05
H 1.2356 -1.1093 -2.2406 0.10
```

* HOMO-LUMO gap: 4.33 eV
* HOMO level: -13.4558 eV
* E_tot: -382.55436 a.u.
* LUMO energy: -9.13 eV
* charge: +1
* relative energy (zero: lowest compared OMol25 entry of this formula, charge and spin): 8.3615 eV